ORCA calculation (the ωB97M-V functional and the def2-TZVPD basis) on a structure of composition C54H54BrClCsIN9OP4SbSe4 at a distorted geometry.

Calculated values
Spin multiplicity: 1
Charge: -2
HOMO-LUMO gap, eV: 5.452
Highest occupied orbital energy, eV: -2.4

Element x y z (Å)
Cs -0.104 -0.879 -0.212
C 6.698 -1.273 -3.156
N 5.296 -1.172 -3.533
C 4.748 -1.695 -4.678
C 3.418 -1.390 -4.638
N 3.129 -0.694 -3.487
C 4.266 -0.576 -2.839
P 4.643 0.205 -1.237
C 3.417 1.543 -1.095
N 2.171 1.545 -1.522
C 1.666 2.778 -1.206
C 2.622 3.535 -0.589
N 3.743 2.751 -0.523
C 4.993 3.151 0.106
C 3.945 -1.032 -0.078
N 2.670 -1.171 0.185
C 2.564 -2.196 1.093
C 3.805 -2.681 1.387
N 4.689 -1.933 0.646
C 6.133 -2.099 0.668
H 7.242 -1.718 -3.985
H 7.120 -0.294 -2.942
H 6.830 -1.908 -2.281
H 5.343 -2.248 -5.387
H 2.654 -1.650 -5.358
H 0.640 3.041 -1.414
H 2.600 4.531 -0.175
H 5.248 4.161 -0.212
H 4.908 3.119 1.191
H 5.786 2.476 -0.204
H 1.596 -2.521 1.476
H 4.137 -3.473 2.039
H 6.521 -1.917 1.671
H 6.404 -3.108 0.356
H 6.586 -1.384 -0.011
C -5.027 -2.535 0.316
P -3.709 -1.705 -0.677
C -3.408 -3.065 -1.883
C -4.693 -0.561 -1.770
C -5.792 -0.926 -2.541
C -6.388 -0.019 -3.414
C -5.879 1.269 -3.512
C -4.785 1.652 -2.742
C -4.182 0.754 -1.864
P -2.626 1.090 -0.901
C -2.334 2.885 -1.261
C -3.392 1.345 0.774
H -5.822 -2.937 -0.317
H -5.464 -1.855 1.051
H -4.564 -3.362 0.860
H -4.336 -3.485 -2.275
H -2.825 -3.868 -1.430
H -2.815 -2.684 -2.716
H -6.173 -1.941 -2.487
H -7.227 -0.325 -4.029
H -6.323 1.976 -4.204
H -4.385 2.654 -2.845
H -3.214 3.523 -1.126
H -1.949 3.017 -2.277
H -1.560 3.192 -0.549
H -4.105 2.176 0.774
H -2.557 1.557 1.446
H -3.902 0.441 1.106
Cl -2.200 -7.233 3.272
C -1.617 -6.052 2.096
C -0.903 -6.464 1.007
C -0.418 -5.545 0.061
I 0.680 -6.229 -1.547
C -0.651 -4.148 0.133
O -0.245 -3.299 -0.702
C -1.422 -3.737 1.336
N -1.635 -2.396 1.490
C -2.269 -1.956 2.548
C -2.770 -2.815 3.546
C -2.577 -4.158 3.416
C -1.880 -4.676 2.297
H -0.710 -7.521 0.868
H -2.391 -0.877 2.627
H -3.292 -2.402 4.401
H -2.946 -4.844 4.167
N -0.124 1.272 1.211
P 0.204 2.043 2.502
C -0.689 1.570 4.070
C -1.491 2.421 4.828
C -2.160 1.965 5.967
C -2.027 0.645 6.368
C -1.229 -0.221 5.622
C -0.576 0.235 4.486
C 1.933 1.908 3.155
C 2.359 2.397 4.389
C 3.678 2.242 4.801
C 4.588 1.580 3.976
C 4.168 1.086 2.747
C 2.845 1.256 2.336
C -0.012 3.909 2.468
C -1.292 4.398 2.170
C -1.510 5.740 1.881
C -0.441 6.632 1.857
C 0.837 6.166 2.128
C 1.044 4.818 2.427
H -1.592 3.460 4.539
H -2.780 2.647 6.538
H -2.542 0.291 7.254
H -1.122 -1.258 5.921
H 0.023 -0.455 3.899
H 1.648 2.899 5.039
H 3.998 2.625 5.763
H 5.615 1.451 4.299
H 4.868 0.566 2.101
H 2.486 0.876 1.384
H -2.131 3.709 2.139
H -2.513 6.086 1.660
H -0.605 7.676 1.617
H 1.679 6.849 2.105
H 2.052 4.473 2.634
Br -1.465 2.995 -6.981
C -1.541 1.656 -5.637
C -0.550 1.602 -4.674
C -0.666 0.627 -3.693
N -1.692 -0.227 -3.632
C -2.595 -0.185 -4.602
C -2.575 0.751 -5.635
H 0.293 2.278 -4.681
H 0.102 0.545 -2.922
H -3.388 -0.927 -4.555
H -3.344 0.755 -6.394
Se 0.742 -6.458 -5.691
Sb -0.773 -4.720 -5.023
Se -0.110 -2.450 -6.002
Se -3.140 -5.081 -5.163
Se 0.064 -2.850 -3.581